Model one:
{"formula": "C3H7N3O", "method": "the ωB97M-V functional and the def2-TZVPD basis", "total_charge": 0, "homo_ev": -9.69, "smiles": "[H]/N=C/NC(=O)NC", "gap_ev": 10.503, "symbols": ["C", "H", "N", "H", "H", "C", "N", "H", "N", "H", "H", "H", "O", "C"], "coordinates": [[-2.223, -0.304, -0.385], [-2.018, -0.894, -1.280], [-1.088, -0.095, 0.383], [2.814, -0.540, -0.499], [-4.057, -0.065, -0.692], [2.511, 0.327, 0.102], [1.187, 0.163, 0.676], [-1.198, 0.567, 1.141], [-3.337, 0.184, -0.019], [3.231, 0.492, 0.909], [2.510, 1.218, -0.541], [1.120, -0.087, 1.653], [0.368, -0.698, -1.286], [0.181, -0.268, -0.162]], "mulliken_charge": [0.0318, 0.3329, -0.2724, 0.2879, 0.2593, -0.7899, -0.2809, 0.3046, -0.6441, 0.3084, 0.2442, 0.2717, -0.6020, 0.5484]}

=====

Model two:
{"formula": "C3H7N3O", "method": "the ωB97M-V functional and the def2-TZVPD basis", "total_charge": 0, "homo_ev": -9.52, "gap_ev": 10.580, "symbols": ["H", "H", "N", "N", "H", "C", "C", "N", "O", "H", "H", "H", "H", "C"], "coordinates": [[-1.452, -1.592, 1.616], [0.184, 1.266, -2.700], [0.186, -0.290, 1.140], [-0.968, 1.196, -0.713], [-0.868, 2.148, -0.345], [-0.408, -1.615, 1.279], [0.116, 0.336, -0.098], [1.156, 1.281, -0.617], [0.143, -0.458, -1.307], [2.007, 0.735, -0.792], [-0.371, -2.122, 0.312], [0.187, -2.193, 1.994], [-0.061, 0.350, 1.885], [0.146, 0.959, -1.654]], "mulliken_charge": [0.2699, 0.4452, -0.2749, -0.5375, 0.2616, -0.7821, 0.5365, -0.6800, -0.5500, 0.2656, 0.3268, 0.2577, 0.2607, 0.2004]}

=====

Model three:
{"formula": "C3H7N3O", "method": "the ωB97M-V functional and the def2-TZVPD basis", "total_charge": 0, "homo_ev": -6.99, "gap_ev": 7.237, "symbols": ["H", "N", "C", "H", "H", "H", "H", "N", "C", "O", "N", "C", "H", "H"], "coordinates": [[1.842, 1.699, -0.014], [-1.346, -0.783, -0.190], [2.097, 0.641, 0.082], [-1.049, -1.550, 0.415], [1.162, -1.178, 0.143], [-2.720, 0.032, 1.153], [-3.084, 0.305, -0.539], [0.970, -0.188, 0.050], [-2.817, -0.482, 0.183], [-0.575, 1.437, -0.391], [3.240, 0.117, 0.211], [-0.289, 0.291, -0.195], [-1.393, -1.176, -1.131], [3.962, 0.834, 0.223]], "mulliken_charge": [0.3503, -0.2545, 0.0125, 0.3437, 0.2695, 0.1421, 0.1829, -0.2461, -0.7836, -0.4911, -0.6164, 0.4934, 0.3207, 0.2765]}

=====

Ranking the structures above from most stable to least stable yields model one, model three, model two.